ORCA calculation (ωB97M-V/def2-TZVPD) on a molecular structure, C15H14NO4V.

Results
Frontier orbital gap (alpha / beta)   0.2739 / 0.2660 hartree
Net charge   +1
E_tot   -51144.555 eV
Spin multiplicity   2

CARTESIAN COORDINATES (ANGSTROEM)
V: -0.3621 0.4578 0.2302
O: -1.4723 -1.3016 -3.4234
C: -1.2824 -0.9257 -2.1893
O: -0.7220 0.1190 -1.8647
C: -1.7921 -1.8259 -1.1317
C: -2.6191 -2.9218 -1.2409
C: -3.0357 -3.5290 -0.0527
C: -2.6403 -3.0213 1.1765
C: -1.8067 -1.9126 1.1837
N: -1.4030 -1.3596 0.0534
C: -1.3167 -1.1349 2.3934
O: -1.5090 -1.5240 3.5078
O: -0.7161 -0.0199 2.0272
H: -1.1186 -0.6434 -4.0445
H: -2.9402 -3.2822 -2.2076
H: -3.6905 -4.3888 -0.0949
H: -2.9669 -3.4496 2.1139
C: 1.6112 0.1800 0.0140
H: 1.9553 0.5314 -0.9590
H: 1.7813 -0.8976 0.1103
H: 2.1505 0.7093 0.8017
C: -1.3549 2.2028 0.0072
C: -0.0774 2.7731 0.4312
C: 0.8715 3.2004 -0.5201
C: 2.1257 3.6135 -0.1286
C: 2.4740 3.5970 1.2211
C: 1.5598 3.1808 2.1759
C: 0.2942 2.7687 1.7886
H: -1.6748 2.4688 -0.9958
H: -2.1551 2.2464 0.7446
H: 0.5936 3.2112 -1.5679
H: 2.8414 3.9507 -0.8661
H: 3.4609 3.9195 1.5249
H: 1.8286 3.1797 3.2232
H: -0.4242 2.4520 2.5335

ORCA calculation (ωB97M-V/def2-TZVPD) on a gas-phase ion, C7H14N (charge +1) at a distorted geometry.

Results
Energy relative to the best compared isomer or geometry (same formula, charge and spin)   2.005 eV
Frontier orbital gap   0.4003 hartree
SMILES   C=C[C@@]1(C)C[C@H]1[NH2+]C
Net charge   +1
E_tot   -8967.073 eV

CARTESIAN COORDINATES (ANGSTROEM)
C: 0.5855 0.4058 -2.4074
C: -0.0845 -0.3298 -1.5574
C: 0.3642 -0.9332 -0.2391
C: 0.3972 -2.5055 -0.3134
C: 1.2695 -0.2132 0.7050
C: -0.2653 -0.2517 0.9144
N: -1.0391 0.9495 0.6067
C: -0.9669 2.1402 1.4855
H: 0.1627 0.6996 -3.3017
H: 1.6538 0.6309 -2.2734
H: -1.1161 -0.5072 -1.6235
H: 0.8282 -2.7803 0.5439
H: 1.2131 -2.6951 -0.9944
H: -0.6036 -2.9083 -0.6384
H: 1.7128 0.7510 0.5389
H: 1.8678 -0.7335 1.4726
H: -0.6007 -0.7731 1.8488
H: -0.5136 1.3709 -0.1959
H: -2.0033 0.6054 0.2876
H: -1.2476 1.8457 2.4966
H: 0.1389 2.4095 1.5226
H: -1.7531 2.8224 1.1221

ORCA calculation (ωB97M-V/def2-TZVPD) on a molecular structure, C24H26BrCl2N2O3ReS.

Results
Frontier orbital gap (alpha / beta)   0.2317 / 0.2139 hartree
Net charge   +3
E_tot   -142458.384 eV
Spin multiplicity   2

CARTESIAN COORDINATES (ANGSTROEM)
Re: 0.1397 -0.4310 -1.4790
C: 5.8264 -0.6402 -1.5290
C: 4.3682 -0.9772 -1.5475
C: 3.9360 -2.3241 -1.4285
C: 2.6026 -2.6862 -1.3887
C: 1.7220 -1.6234 -1.4916
Br: -0.9402 -1.4892 -3.2968
N: 2.1164 -0.3707 -1.6641
C: 3.4112 0.0114 -1.6612
H: 6.4225 -1.4685 -1.9060
H: 6.1444 -0.4378 -0.5039
H: 6.0384 0.2416 -2.1307
H: 4.6952 -3.0940 -1.3528
H: 2.2761 -3.7075 -1.2626
H: 3.6378 1.0614 -1.7812
C: 1.8630 4.2622 -4.4250
C: 1.2694 3.5790 -3.1958
S: 0.6720 1.9488 -3.6490
O: 0.1172 1.4306 -2.2415
C: -0.8148 2.2848 -4.6057
C: -1.7383 3.3529 -4.0524
H: 2.2050 5.2535 -4.1327
H: 1.1252 4.3947 -5.2160
H: 2.7142 3.7130 -4.8248
H: 0.4398 4.1309 -2.7559
H: 2.0135 3.3927 -2.4209
H: -1.2858 1.3011 -4.6670
H: -0.4324 2.5085 -5.6060
H: -1.9441 3.2014 -2.9927
H: -2.6844 3.2912 -4.5887
H: -1.3429 4.3557 -4.2031
Cl: -6.6642 -0.9451 3.7620
C: -6.4145 0.7472 3.9008
C: -7.2777 1.4785 4.6927
C: -7.0207 2.8181 4.9557
C: -5.8794 3.4496 4.4620
C: -5.0188 2.7324 3.6696
Cl: -3.5923 3.4779 3.0467
C: -5.2810 1.3799 3.3265
N: -4.3605 0.7276 2.5399
C: -4.6048 -0.2119 1.5657
C: -5.8710 -0.2625 0.9577
C: -6.1546 -1.2415 0.0308
C: -5.1852 -2.1826 -0.2948
C: -3.9159 -2.1187 0.2825
C: -3.5896 -1.1331 1.1905
C: -2.2339 -1.1237 1.8504
C: -1.1888 -0.2045 1.2792
O: -0.4182 0.5154 1.7894
O: -1.1034 -0.3514 -0.1859
H: -8.1334 0.9844 5.1311
H: -7.7076 3.3760 5.5781
H: -5.6709 4.4848 4.6909
H: -3.4105 1.0650 2.6598
H: -6.6099 0.4852 1.2140
H: -7.1302 -1.2789 -0.4337
H: -5.4122 -2.9741 -0.9962
H: -3.1826 -2.8740 0.0279
H: -1.7847 -2.1196 1.7767
H: -2.2894 -0.9066 2.9184

ORCA calculation (ωB97M-V/def2-TZVPD) on C4H6N2 in the gas phase at a distorted geometry.

Results
Energy relative to the best compared isomer or geometry (same formula, charge and spin)   0.964 eV
Frontier orbital gap   0.3515 hartree
SMILES   Cn1ccnc1
E_tot   -7224.626 eV

CARTESIAN COORDINATES (ANGSTROEM)
C: 1.6524 -0.0855 0.0441
N: 0.2097 -0.0399 0.0223
C: -0.6156 1.0442 0.0332
C: -1.8476 0.4419 0.0469
N: -1.7898 -0.8646 0.0016
C: -0.5060 -1.1911 0.0282
H: 2.0559 -0.3682 1.0694
H: 2.0320 -0.7102 -0.7598
H: 2.0016 0.9954 -0.2149
H: -0.2665 2.0909 -0.2583
H: -2.8393 0.9216 0.1258
H: -0.0868 -2.2346 -0.1385

- Which of these has the lowest E_tot?
  C24H26BrCl2N2O3ReS

- Which value of E_tot does entry 1 give?
  -51144.555 eV

Repeat the third record exactly.
ORCA calculation (ωB97M-V/def2-TZVPD) on a molecular structure, C24H26BrCl2N2O3ReS.

Results
Frontier orbital gap (alpha / beta)   0.2317 / 0.2139 hartree
Net charge   +3
E_tot   -142458.384 eV
Spin multiplicity   2

CARTESIAN COORDINATES (ANGSTROEM)
Re: 0.1397 -0.4310 -1.4790
C: 5.8264 -0.6402 -1.5290
C: 4.3682 -0.9772 -1.5475
C: 3.9360 -2.3241 -1.4285
C: 2.6026 -2.6862 -1.3887
C: 1.7220 -1.6234 -1.4916
Br: -0.9402 -1.4892 -3.2968
N: 2.1164 -0.3707 -1.6641
C: 3.4112 0.0114 -1.6612
H: 6.4225 -1.4685 -1.9060
H: 6.1444 -0.4378 -0.5039
H: 6.0384 0.2416 -2.1307
H: 4.6952 -3.0940 -1.3528
H: 2.2761 -3.7075 -1.2626
H: 3.6378 1.0614 -1.7812
C: 1.8630 4.2622 -4.4250
C: 1.2694 3.5790 -3.1958
S: 0.6720 1.9488 -3.6490
O: 0.1172 1.4306 -2.2415
C: -0.8148 2.2848 -4.6057
C: -1.7383 3.3529 -4.0524
H: 2.2050 5.2535 -4.1327
H: 1.1252 4.3947 -5.2160
H: 2.7142 3.7130 -4.8248
H: 0.4398 4.1309 -2.7559
H: 2.0135 3.3927 -2.4209
H: -1.2858 1.3011 -4.6670
H: -0.4324 2.5085 -5.6060
H: -1.9441 3.2014 -2.9927
H: -2.6844 3.2912 -4.5887
H: -1.3429 4.3557 -4.2031
Cl: -6.6642 -0.9451 3.7620
C: -6.4145 0.7472 3.9008
C: -7.2777 1.4785 4.6927
C: -7.0207 2.8181 4.9557
C: -5.8794 3.4496 4.4620
C: -5.0188 2.7324 3.6696
Cl: -3.5923 3.4779 3.0467
C: -5.2810 1.3799 3.3265
N: -4.3605 0.7276 2.5399
C: -4.6048 -0.2119 1.5657
C: -5.8710 -0.2625 0.9577
C: -6.1546 -1.2415 0.0308
C: -5.1852 -2.1826 -0.2948
C: -3.9159 -2.1187 0.2825
C: -3.5896 -1.1331 1.1905
C: -2.2339 -1.1237 1.8504
C: -1.1888 -0.2045 1.2792
O: -0.4182 0.5154 1.7894
O: -1.1034 -0.3514 -0.1859
H: -8.1334 0.9844 5.1311
H: -7.7076 3.3760 5.5781
H: -5.6709 4.4848 4.6909
H: -3.4105 1.0650 2.6598
H: -6.6099 0.4852 1.2140
H: -7.1302 -1.2789 -0.4337
H: -5.4122 -2.9741 -0.9962
H: -3.1826 -2.8740 0.0279
H: -1.7847 -2.1196 1.7767
H: -2.2894 -0.9066 2.9184

- Which value of E_tot does entry 2 give?
  -8967.073 eV